The following is a DFT calculation (wB97M-V/def2-TZVPD) of the molecule C6H8N2O at a distorted geometry.

Each atom is followed by the atoms it is bonded to, with distances in Å.
Cartesian coordinates (Å):
1 C -2.01 -0.73 -1.54  C2 1.509, H10 1.236, H11 0.947, H12 0.945
2 C -0.75 0.08 -1.39  C1 1.509, O3 1.181, C4 1.592
3 O -0.10 0.65 -2.20  C2 1.181
4 C -0.42 0.29 0.15  C2 1.592, N5 1.249, N8 1.414
5 N -1.26 0.44 1.06  C4 1.249, C6 1.395
6 C -0.49 0.49 2.23  N5 1.395, C7 1.338, H13 1.222
7 C 0.79 0.38 1.89  C6 1.338, N8 1.363, H14 0.950
8 N 0.94 0.26 0.54  C4 1.414, C7 1.363, C9 1.409
9 C 2.10 0.08 -0.25  N8 1.409, H15 1.231, H16 1.206, H17 0.979
10 H -1.72 -1.91 -1.31  C1 1.236
11 H -2.19 -0.73 -2.47  C1 0.947
12 H -2.78 -0.41 -1.09  C1 0.945
13 H -1.04 0.58 3.32  C6 1.222
14 H 1.53 0.27 2.47  C7 0.950
15 H 2.07 1.05 -1.01  C9 1.231
16 H 3.10 -0.07 0.40  C9 1.206
17 H 2.21 -0.71 -0.82  C9 0.979

Calculated values
Spin multiplicity: 1
Energy in a.u.: -418.05455
Energy above the lowest of the compared OMol25 structures with the same formula, charge and spin in kJ/mol: 338.0
SMILES string: CC(=O)c1nccn1C
Gap between HOMO and LUMO in eV: 9.7
LUMO energy in eV: 0.815

Per-atom natural (NBO) charges, elementary charge units: -0.650, 0.592, -0.518, 0.248, -0.452, -0.108, -0.066, -0.360, -0.392, 0.217, 0.207, 0.228, 0.223, 0.191, 0.230, 0.214, 0.197